The following is a quantum chemistry calculation of a cluster of 9 separate species, C26H48Cl8O15 in total, from the OMol25 dataset.

```
97
Properties=species:S:1:pos:R:3
H -2.49446 -0.41951 -1.00755
H -3.55771 -0.32986 0.40450
H 5.13647 -1.68157 -0.02745
H 1.51017 -2.17225 1.62572
Cl -0.64163 5.17055 4.08723
H 1.30001 2.75192 -1.31156
C -5.54639 0.18612 -1.66303
C 2.91096 -0.96325 -3.74236
H 1.68111 0.38347 -0.86067
H 4.99556 -5.44291 -1.40123
H -6.09181 2.68078 0.87050
H -7.41914 0.67376 0.83687
H 5.46536 -5.31517 -3.02129
C -2.82574 6.45193 3.07142
H 2.81450 5.85962 2.22698
C 4.62717 -5.08633 -2.36314
H 3.76760 -5.60519 -2.78743
H 2.80415 -4.23962 2.02784
C -1.96309 -2.39110 3.04912
H 0.93566 3.92418 -6.81490
O 0.99385 -5.04218 1.16805
C -6.89175 2.58078 0.13688
H 2.21847 2.41981 -6.20101
O -0.42648 3.06086 -5.66472
H 1.92164 -2.44965 -0.19067
C -0.21979 1.91500 -4.99674
O -4.25347 -0.09503 -1.63467
H -2.31240 -7.45336 7.72051
H 3.16168 -1.30684 -4.74595
O 0.74910 1.20135 -5.59276
O 4.27164 -3.25057 -4.36182
H -6.71200 2.95349 -0.87152
H 2.19115 6.83457 -0.12461
C -1.94084 5.24729 2.91555
C 0.50202 2.18893 -0.82745
C -2.88754 -5.88024 6.24593
H -2.28258 7.38735 2.93702
C -0.14214 -4.33562 0.77305
H -0.21095 2.75888 -7.80474
O 0.13750 -3.13284 0.44943
C 1.48803 6.17003 0.37750
O -6.25797 0.01371 -2.63213
C -7.19341 1.17159 -0.10616
C 4.83176 -0.66096 0.20410
H -2.42486 -2.92729 2.22004
H 6.58977 0.11650 -0.70355
H 1.32214 4.79104 1.86840
C -2.68443 -4.23440 4.55177
H 1.83123 1.14856 0.69719
O -0.76843 1.57171 -3.98970
H -1.04415 -6.60438 6.88231
C 1.29314 2.01356 -6.60943
O 4.29314 -3.73786 -2.13499
C 1.51124 -2.81972 0.74886
Cl -0.32145 3.22020 0.41186
H -3.19071 -6.65375 5.54033
H -3.19945 1.16293 -0.38869
H 1.82759 -0.84373 -3.73159
H -1.91829 -5.74458 8.15492
H -1.08638 -1.95787 2.56768
H -3.77623 -5.54848 6.78283
C 2.21235 5.30568 1.50679
C -2.02021 -6.47121 7.34887
H 4.60320 0.08710 -3.15492
Cl 3.27830 4.16450 0.60215
Cl 3.94083 -0.57797 1.68171
O -3.82478 -4.40052 4.02913
Cl -3.75099 6.29678 1.58363
O -2.12730 -4.90505 5.56716
H 1.61478 1.46462 -7.49449
O -5.93602 0.51025 -0.44178
H 1.04184 5.53872 -0.39090
H 2.71010 -4.57281 0.34487
Cl 0.27486 7.10585 1.21934
H 5.70550 1.38588 0.08954
C 3.59122 0.36259 -3.45172
C 2.12848 -4.17232 1.17518
H 3.22073 0.97972 -2.63320
H -7.99308 1.00147 -0.82706
H -2.55219 -1.54371 3.39981
H -7.72309 3.06744 0.64692
C 3.97783 -2.99328 -3.20832
Cl 6.99158 0.15406 1.56753
Cl -0.10317 -0.20498 0.41368
C 1.12610 0.94406 -0.10847
O 3.36837 -1.94643 -2.82204
C 0.27865 3.05670 -6.87755
H -0.20967 2.02980 -1.63756
H -3.43956 6.40260 3.97081
O -1.25578 -4.88450 0.73356
H -2.53301 4.36026 3.14052
H 4.15033 -0.42046 -0.61194
O -1.76855 -3.23246 4.20959
C 6.00109 0.34116 0.18589
H 3.52246 0.97684 -4.34954
C -3.34998 0.09966 -0.57553
H -1.54939 5.00559 1.92740
```

Properties
<S²>   0.7536
2S+1   2
Gap between HOMO and LUMO (alpha / beta)   9.31 / 1.43 eV
HOMO energy (alpha / beta)   -11.74 / -11.72 eV
Charge   +1

Results of the Mulliken charge analysis, in e, for atoms 1 through 2: number 1, H, carries 0.317; number 2, H, carries 0.277

=====

The following is a quantum chemistry calculation of a structure of composition C26H48ClO3PPtS, from the OMol25 dataset.

```
81
Properties=species:S:1:pos:R:3
H -1.71001 5.28502 -3.50967
C 4.18025 2.12992 1.05408
H -4.36104 -0.16201 0.79284
C -5.40410 2.33099 2.53282
H -6.85338 2.62556 0.96192
C 2.69503 2.37190 0.70831
C -2.29025 -0.93763 -3.23582
H -2.45057 0.03049 -3.73060
C -2.87510 3.48490 -3.60520
H -1.44894 1.51443 -2.42250
H -6.06147 -2.06511 -3.43400
C -2.64290 -2.07659 -4.19362
H 5.34517 2.46931 -1.47127
H 2.08280 1.58604 1.19422
H -4.46893 -1.41890 -5.12638
Pt -1.05233 -0.10519 0.61391
H -4.93222 -0.05210 -2.66665
H -6.62468 0.95400 1.41655
H 1.38514 2.61451 -1.03656
H -2.16304 3.06348 -4.32869
H -2.30669 0.82850 1.93291
H 1.54630 0.89944 -2.62468
H -2.96080 5.20166 -2.31055
H -0.28882 3.72350 -2.30267
C -5.12802 1.69973 0.07137
C -3.23456 1.41560 1.68171
C 4.76331 1.55545 -1.32356
C 2.39336 2.30419 -0.69347
O 2.80360 -1.53623 0.62786
C -4.63186 -1.01439 -2.22910
H -4.87642 -3.10099 -2.62144
C -1.18348 4.09685 -1.79084
H -2.11674 -1.91167 -5.13824
H 3.45702 2.88149 -2.36158
P -2.62381 0.34339 -0.73879
H -1.21931 -0.96742 -2.98222
H -2.90791 2.42627 1.43139
H -3.71291 3.88763 -4.18997
H -4.33484 -3.13432 -4.96048
C 3.35346 1.93666 -1.79117
Cl 0.31848 0.31241 2.36663
H -5.64921 1.26700 -0.79124
H -6.12163 2.30577 3.35535
C -2.28347 1.84093 -1.77995
H -4.47516 0.48258 3.17309
C 2.68068 0.88103 -2.69173
H -4.24960 2.69243 -2.13502
H 2.74966 -3.90055 -0.68329
C -2.19627 4.60167 -2.81206
H 5.87895 0.93598 0.41040
C -3.95646 0.81775 0.50043
H 4.30076 0.15948 0.27512
H -4.73279 2.67352 -0.23515
S 2.12802 -1.58963 -0.66312
H -3.65316 1.91233 3.74697
H -5.10799 3.38193 2.44274
H 3.80929 -2.90808 -1.69212
H -1.01315 2.60246 -0.19270
H 2.32881 3.34732 1.08752
C -1.75792 2.97596 -0.91314
C -6.09239 1.89249 1.23536
H -2.86113 -1.91057 -1.40794
H 2.15587 -3.32086 -2.33595
C -4.14207 -2.20095 -4.43953
H -0.85773 4.92435 -1.15485
C -4.17801 1.49530 2.88435
H 4.23460 1.78403 2.09103
O 0.67545 -1.57009 -0.75691
C -3.12977 -0.98055 -1.93861
H 2.96441 1.10388 -3.73913
H -5.18424 -1.10785 -1.28384
H 5.18533 0.76969 -1.94585
H -3.77820 1.52993 -3.34913
H -2.58590 3.37884 -0.31311
O 2.96841 -0.43727 -2.40069
H 4.68542 3.09479 0.90945
C -3.39229 2.34266 -2.72208
C 2.74731 -3.08199 -1.43042
C 4.82766 1.11157 0.13961
H -2.26229 -3.01202 -3.76929
C -4.99906 -2.16365 -3.18087
```

Properties
<S²>   6.0171
2S+1   5
Gap between HOMO and LUMO (alpha / beta)   5.65 / 3.23 eV
HOMO energy (alpha / beta)   -5.68 / -6.92 eV

Results of the Mulliken charge analysis, in e, for atoms 1 through 2: number 1, H, carries 0.423; number 2, C, carries -1.062

=====

| no. | calculated total energy (a.u.) |
| --- | --- |
| 1 | -5829.1775 |
| 2 | -2564.0349 |